1.
This record from OMol25 describes C24H15FN4O2S in the gas phase. The level of theory is ωB97M-V with the def2-TZVPD basis set.

Output
LUMO level: 0.26 eV
Frontier orbital gap: 8.7171 eV
HOMO energy: -8.455 eV
SMILES: O=C(Nc1nc(-c2ccccc2)ns1)[C@@H]1C(=O)N2c3ccc(F)cc3Cc3cccc1c32
Total energy: -1791.19853 Ha
Relative energy (zero: lowest compared OMol25 entry of this formula, charge and spin): 0.00 kcal/mol

Last column: Mulliken charge in e.
Cartesian coordinates (Å):
O: 1.52756 -3.23668 1.90555  -0.657
C: 0.81830 -2.30991 1.56284  0.498
N: 1.23244 -1.65176 0.43635  -0.050
C: 2.21282 -1.99060 -0.46862  0.526
N: 2.22319 -1.18609 -1.49693  -0.574
C: 3.25623 -1.59225 -2.32569  -0.027
C: 3.60734 -0.86424 -3.55077  0.485
C: 3.12241 0.43658 -3.74665  -0.352
C: 3.39354 1.12093 -4.94427  -0.468
C: 4.13504 0.51105 -5.95762  -0.399
C: 4.68855 -0.76636 -5.73675  -0.496
C: 4.41799 -1.44075 -4.53628  -0.457
N: 3.95521 -2.69300 -1.99118  -0.463
S: 3.38216 -3.24959 -0.49272  0.103
C: -0.32538 -1.82947 2.47656  0.850
C: -1.61024 -1.64633 1.63881  -0.180
O: -2.13653 -2.52951 0.95643  -0.666
N: -2.06626 -0.31820 1.71661  0.068
C: -3.26145 0.28146 1.23904  0.226
C: -4.18348 -0.37209 0.42671  -0.717
C: -5.36318 0.25339 0.02482  -0.654
C: -5.63126 1.58492 0.31791  0.029
F: -6.76006 2.13865 -0.12583  -0.334
C: -4.69936 2.28753 1.12027  -0.294
C: -3.55221 1.62429 1.60132  0.309
C: -2.58725 2.46873 2.43744  -1.087
C: -1.39469 1.69179 2.94631  0.559
C: -0.46392 2.27225 3.82280  -0.742
C: 0.61176 1.49803 4.28442  -0.847
C: 0.76046 0.16488 3.88590  -0.738
C: -0.15337 -0.41270 3.01276  0.036
C: -1.19647 0.36222 2.56076  0.120
H: 0.58510 -0.99216 0.00623  0.288
H: 2.47365 0.85214 -2.97699  0.395
H: 3.04064 2.16180 -5.02212  0.337
H: 4.25867 1.00994 -6.90197  0.388
H: 5.29898 -1.24875 -6.47510  0.401
H: 4.82480 -2.43431 -4.39953  0.408
H: -0.49670 -2.55134 3.27534  0.435
H: -3.95906 -1.34829 0.07426  0.560
H: -6.06341 -0.30435 -0.54659  0.469
H: -4.91713 3.31519 1.37315  0.463
H: -3.12854 2.86415 3.30077  0.479
H: -2.20629 3.28293 1.88055  0.465
H: -0.65505 3.28402 4.16718  0.480
H: 1.38313 1.90213 4.95455  0.346
H: 1.60130 -0.40026 4.28994  0.479

***

2.
This record from OMol25 describes 6 unconnected molecules or ions with the total composition C37H79ClN7O8S2. The level of theory is ωB97M-V with the def2-TZVPD basis set.

Output
LUMO level: -3.75 eV
Frontier orbital gap: 6.1503 eV
HOMO energy: -9.904 eV
Total energy: -3698.12809 Ha
Charge: +1

Last column: Mulliken charge in e.
Cartesian coordinates (Å):
C: 3.70182 -1.98187 2.28262  -0.665
C: 2.24809 -2.08923 1.85962  -0.302
C: 1.08533 -1.67345 2.94242  0.034
N: 0.85505 -0.18670 3.09622  0.585
Cl: 2.07550 0.41675 4.15360  -0.004
C: 0.66590 0.57726 1.80946  -0.405
C: 1.97730 1.37860 1.25243  -0.267
C: 1.45011 2.23979 -0.08202  -0.569
C: 1.99642 1.64181 -1.50364  -0.472
N: 1.24214 0.46304 -2.05641  0.624
C: 1.56970 -0.84435 -1.39128  -0.063
C: 2.28272 -1.79512 -2.56878  -0.564
C: 1.32951 -3.07273 -2.95597  -0.213
C: 1.67831 -4.29175 -1.88021  -0.811
C: -0.22403 0.70790 -2.26438  -0.423
S: -1.49973 0.43202 -1.18123  -0.115
S: -0.72390 1.38419 -3.98062  -0.076
C: -1.97301 0.07500 -4.59116  -0.310
C: -3.51653 0.66410 -4.67235  -0.107
C: -3.55138 2.32666 -4.85027  -1.010
C: -0.47729 -0.04214 3.86250  -0.758
O: -0.54526 -0.86503 5.07841  -0.276
C: -1.84342 -1.59530 5.14886  -0.311
C: -1.67276 -3.22636 4.85356  -0.266
O: -2.96270 -3.85360 4.44851  -0.386
C: -3.03692 -3.89384 2.95145  0.152
C: -4.65812 -3.74524 2.58730  -0.530
O: -4.90411 -4.22829 1.21877  -0.347
C: -5.23659 -3.12366 0.29463  -0.212
C: -4.34306 -3.29921 -1.09951  -0.718
H: 4.19415 -1.00885 2.70707  0.219
H: 4.31895 -2.99826 2.21659  0.282
H: 2.06848 -2.51542 0.78456  0.286
H: 1.38160 -2.22091 3.96116  0.531
H: 0.06648 -2.12623 2.52400  -0.176
H: -0.20631 1.36298 1.99087  0.386
H: 0.28817 -0.19166 1.00153  -0.152
H: 2.91107 0.69999 1.00889  0.123
H: 2.38819 2.22060 1.99217  0.476
H: 1.89739 3.34332 0.00692  0.344
H: 0.28951 2.36341 0.00106  0.299
H: 2.02031 2.52047 -2.29893  0.105
H: 3.13312 1.32619 -1.34775  0.262
H: 2.38814 -0.71560 -0.56414  -0.424
H: 0.66054 -1.46750 -1.00296  0.251
H: 3.31307 -2.18367 -2.12679  0.267
H: 2.56585 -1.10437 -3.48490  0.232
H: 0.20020 -2.74872 -2.84332  0.060
H: 1.59184 -3.48108 -4.02173  0.377
H: 1.70088 -5.29888 -2.48359  0.323
H: 0.91477 -4.30115 -0.97264  0.146
H: 2.75066 -4.16289 -1.38537  0.191
H: -1.61240 -0.44175 -5.59108  0.284
H: -2.01320 -0.80098 -3.78366  0.065
H: -4.10142 0.32670 -3.69944  0.231
H: -4.11677 0.22373 -5.58259  0.204
H: -4.64663 2.64188 -5.20123  0.295
H: -2.75955 2.69104 -5.66444  0.242
H: -3.34128 2.86188 -3.80531  0.282
H: -0.54526 1.11192 4.15544  0.236
H: -1.31330 -0.25177 3.06974  0.558
H: -2.69874 -1.09950 4.52292  0.300
H: -2.19272 -1.53035 6.28634  0.280
H: -1.38713 -3.71336 5.89902  0.293
H: -0.79984 -3.47451 4.11451  0.247
H: -2.67617 -4.95518 2.60062  0.213
H: -2.38262 -3.03649 2.49641  -0.035
H: -5.07271 -2.66933 2.79502  0.275
H: -5.21162 -4.47055 3.33416  0.256
H: -6.38366 -3.21793 0.02606  0.262
H: -4.98563 -2.05477 0.70399  0.221
H: -4.22191 -4.45841 -1.28639  0.284
H: -3.26553 -2.84863 -0.88167  0.045
H: -4.84644 -2.72008 -1.98468  0.295
C: 1.66206 2.04127 9.89717  0.087
O: 2.24936 2.05699 10.97142  -0.605
N: 2.13666 1.47282 8.73428  0.175
C: 1.37908 1.49607 7.50060  -0.865
C: 3.43495 0.83124 8.74565  -0.899
H: 0.66695 2.50141 9.77798  0.267
H: 1.19227 0.46695 7.18075  0.379
H: 1.96263 2.01802 6.73693  0.277
H: 0.42295 2.00929 7.63479  0.273
H: 3.42534 0.02100 9.48122  0.317
H: 4.19205 1.56474 9.03945  0.313
H: 3.67569 0.42905 7.75787  0.269
C: -2.85351 0.79233 -9.07643  -0.063
O: -2.96519 0.25929 -7.97981  -0.543
N: -3.73202 1.70917 -9.61339  0.163
C: -3.52895 2.29585 -10.92144  -0.954
C: -4.89617 2.09901 -8.84522  -0.826
H: -2.00410 0.56683 -9.74263  0.385
H: -3.45014 3.38144 -10.81387  0.361
H: -4.38539 2.05069 -11.55592  0.351
H: -2.61628 1.91422 -11.38725  0.294
H: -4.56738 2.53414 -7.89643  0.178
H: -5.49823 1.20970 -8.63501  0.282
H: -5.49623 2.82807 -9.39642  0.386
C: 5.55344 1.48681 -3.61253  0.061
O: 4.44319 0.98696 -3.74164  -0.574
N: 5.86855 2.80776 -3.85019  0.142
C: 7.20997 3.32339 -3.67369  -0.920
C: 4.82490 3.71001 -4.29069  -0.824
H: 6.41932 0.88908 -3.28215  0.332
H: 7.18681 4.12085 -2.92549  0.339
H: 7.56301 3.72486 -4.62781  0.338
H: 7.89346 2.53790 -3.33987  0.286
H: 4.03196 3.73247 -3.53678  0.158
H: 4.40641 3.33838 -5.23106  0.306
H: 5.22225 4.71799 -4.43738  0.382
C: -3.76963 -4.20569 -11.18341  0.096
O: -4.87766 -3.81567 -11.52883  -0.574
N: -2.98139 -3.62037 -10.21553  0.167
C: -1.67812 -4.14370 -9.86333  -0.891
C: -3.47166 -2.44386 -9.52797  -0.977
H: -3.30226 -5.09276 -11.64258  0.270
H: -1.67937 -4.41193 -8.80299  0.303
H: -0.92561 -3.37137 -10.04609  0.308
H: -1.43525 -5.02912 -10.45716  0.319
H: -4.41188 -2.69101 -9.02542  0.289
H: -3.66164 -1.65537 -10.26263  0.301
H: -2.74197 -2.09403 -8.79272  0.375
C: 2.97205 5.81884 14.86010  0.113
O: 3.95270 6.50011 14.58928  -0.581
N: 2.58195 4.67737 14.19260  0.133
C: 1.40546 3.92525 14.57552  -0.840
C: 3.37373 4.21442 13.07185  -0.899
H: 2.30083 6.08163 15.69472  0.265
H: 1.70665 2.90740 14.83927  0.306
H: 0.71335 3.89599 13.72919  0.284
H: 0.90539 4.38489 15.43240  0.305
H: 4.39377 4.01526 13.41461  0.294
H: 3.40513 4.99914 12.30977  0.268
H: 2.94416 3.30393 12.64536  0.383

***

3.
This record from OMol25 describes C4H5NO in the gas phase. The level of theory is ωB97M-V with the def2-TZVPD basis set.

Output
LUMO level (alpha / beta): -1.84 / -1.85 eV
Frontier orbital gap (alpha / beta): 7.3001 / 7.6341 eV
HOMO energy (alpha / beta): -9.136 / -9.483 eV
Total energy: -285.27134 Ha
Relative energy (zero: lowest compared OMol25 entry of this formula, charge and spin): 89.89 kcal/mol

Last column: Mulliken charge in e.
Cartesian coordinates (Å):
N: -1.19134 1.15678 0.21762  -0.335
C: -1.27560 -0.17820 0.41383  0.447
O: -2.29743 -0.77524 0.71492  -0.589
C: -0.03206 -0.97465 0.12718  -0.218
C: 1.19919 -0.58252 -0.29623  0.007
C: 1.76880 0.72889 -0.22796  -0.612
H: -1.99980 1.70476 0.47112  0.238
H: -0.27748 1.59483 0.13795  0.257
H: -0.24010 -2.04242 0.15326  0.331
H: 1.74568 -1.40928 -0.75080  0.300
H: 2.60014 0.77707 -0.96091  0.175

***

4.
This record from OMol25 describes a molecular structure, C37H34BrN6OSV. The level of theory is ωB97M-V with the def2-TZVPD basis set.

Output
<S²>: 0.8921
LUMO level (alpha / beta): 2.50 / 2.23 eV
Frontier orbital gap (alpha / beta): 5.0663 / 4.8539 eV
HOMO energy (alpha / beta): -2.569 / -2.619 eV
Total energy: -5750.36897 Ha
Relative energy (zero: lowest compared OMol25 entry of this formula, charge and spin): 6.83 kcal/mol
Spin multiplicity: 2
Charge: -1

Last column: Mulliken spin population.
Cartesian coordinates (Å):
V: 0.47144 -0.09621 -0.12460  -0.212
Br: -2.01012 0.59843 6.93532  0.000
C: -1.56426 0.61874 5.07255  -0.068
C: -2.43339 1.23934 4.18448  0.143
C: -2.09598 1.25384 2.83878  -0.083
C: -0.92078 0.66613 2.37085  0.119
O: -0.58187 0.73482 1.09472  0.005
C: -0.05195 0.00993 3.29422  -0.113
C: 1.11327 -0.65480 2.84735  0.386
N: 1.44531 -0.82779 1.56373  0.036
C: 2.52296 -1.60971 1.23721  -0.110
C: 3.49674 -2.12576 2.10777  0.236
C: 4.41495 -3.06152 1.65246  -0.080
C: 4.38542 -3.52989 0.35154  0.194
C: 3.46825 -2.98604 -0.56996  -0.080
C: 3.37946 -3.39396 -1.91904  0.192
C: 2.47153 -2.76481 -2.74734  -0.078
C: 1.65594 -1.76149 -2.24798  0.161
N: 1.68153 -1.36096 -0.96236  0.004
C: 2.57768 -1.97089 -0.13475  0.031
C: -0.40217 0.01466 4.65878  0.105
H: -3.34547 1.69833 4.53756  0.012
H: -2.75122 1.73449 2.12120  -0.006
H: 1.72283 -1.12014 3.61594  0.039
H: 3.54840 -1.78944 3.13363  0.038
H: 5.16511 -3.43732 2.33833  -0.006
H: 5.07402 -4.29672 0.01854  0.008
H: 4.02158 -4.18815 -2.27902  0.010
H: 2.38113 -3.04528 -3.78841  -0.004
H: 0.94868 -1.26184 -2.89266  0.064
H: 0.24852 -0.47055 5.37492  0.004
C: -2.07222 -1.71806 0.79374  0.010
N: -1.08166 -1.86565 -0.28238  -0.006
C: -0.47173 -3.20024 -0.19075  0.011
C: -1.72503 -1.62661 -1.56408  0.007
C: -2.61119 -2.54267 -2.10458  -0.004
C: -3.30577 -2.27436 -3.27413  -0.002
C: -3.13578 -1.03468 -3.87540  0.000
C: -2.24076 -0.11810 -3.35891  0.004
C: -1.46085 -0.40181 -2.21416  0.009
N: -0.51000 0.45047 -1.70630  -0.006
C: -0.11084 1.53093 -2.53185  0.002
C: 0.41515 1.28678 -3.80618  0.012
C: 0.85583 2.30536 -4.62838  -0.001
C: 0.76424 3.62358 -4.21208  0.001
C: 0.22693 3.89429 -2.96623  0.000
C: -0.20285 2.87456 -2.12646  0.001
N: -0.77326 3.18325 -0.85692  -0.002
C: -0.05324 4.09840 -0.02272  0.001
C: -2.21584 3.32622 -0.90372  0.000
H: -2.82069 -2.51970 0.75247  0.001
H: -1.57216 -1.75577 1.76278  -0.005
H: -2.58252 -0.76245 0.69737  0.000
H: -1.22110 -3.97036 0.02658  0.001
H: 0.02002 -3.45609 -1.12590  -0.002
H: 0.26681 -3.20844 0.61202  -0.004
H: -2.77285 -3.48766 -1.59838  0.000
H: -3.97409 -3.01297 -3.69746  0.000
H: -3.71602 -0.77422 -4.75282  0.000
H: -2.12544 0.84614 -3.83276  0.000
H: 0.49606 0.26108 -4.14541  0.000
H: 1.27956 2.06705 -5.59672  0.000
H: 1.10318 4.42997 -4.85011  0.000
H: 0.13476 4.92326 -2.63852  0.000
H: 0.58201 4.80264 -0.56232  0.000
H: -0.73314 4.64628 0.63074  -0.001
H: 0.39082 2.45476 1.05976  0.005
H: -2.53931 4.18868 -1.50765  0.000
H: -2.64591 2.42076 -1.33630  0.000
H: -2.60943 3.44218 0.10673  0.000
S: 2.27489 1.40409 -0.53671  0.013
C: 2.15218 2.96668 0.23536  -0.004
C: 3.12272 3.92853 0.23054  0.003
C: 3.07309 5.04354 1.09339  0.000
C: 2.13646 4.99458 2.13356  0.000
C: 1.15036 4.05117 2.14470  0.000
N: 0.88569 3.33121 0.90116  0.003
H: 3.99103 3.75515 -0.39362  0.000
H: 3.84080 5.80453 1.06511  0.000
H: 2.23682 5.64950 2.99160  0.000
H: 0.47426 3.84875 2.96255  0.000